Entry a
DFT (the ωB97M-V functional and the def2-TZVPD basis) results for 2 unconnected molecules or ions with the total composition C5H17N2O.

Last column: Mulliken charge in e.
Cartesian coordinates (Å):
C: -0.962 -1.188 -1.865  -0.943
C: -0.218 0.180 -1.762  -0.269
C: 1.198 0.020 -1.212  -0.737
C: 1.856 1.010 -0.276  -0.518
C: 1.020 1.455 0.919  -0.904
N: 0.578 0.433 1.953  -0.237
N: -1.328 -1.607 -0.523  -0.415
H: -1.667 -1.062 -2.711  0.352
H: -0.298 -1.839 -2.400  0.371
H: -0.194 0.660 -2.799  0.364
H: -0.771 0.846 -1.094  0.208
H: 1.893 0.062 -2.089  0.325
H: 1.399 -0.946 -0.783  0.478
H: 2.900 0.744 -0.027  0.359
H: 1.942 2.156 -0.608  0.249
H: 1.525 2.208 1.514  0.469
H: 0.063 2.067 0.698  0.330
H: 0.378 -0.422 1.421  0.350
H: 1.122 0.330 2.826  0.353
H: -0.456 0.490 2.247  0.337
H: -1.156 -2.631 -0.385  0.238
H: -2.342 -1.527 -0.446  0.265
H: -2.497 -0.168 1.836  0.314
H: -2.153 -1.042 3.016  0.340
O: -1.834 -0.229 2.550  -0.679

Calculated values
* LUMO energy: -3.018 eV
* orbital gap: 0.37999 Eh
* charge: +1

***

Entry b
DFT (the ωB97M-V functional and the def2-TZVPD basis) results for 2 unconnected molecules or ions with the total composition C5H17N2O.

Last column: Mulliken charge in e.
Cartesian coordinates (Å):
N: 2.644 0.700 0.793  -0.224
C: 2.370 -0.444 -0.106  -0.537
C: 1.288 -1.367 0.381  -0.768
N: 0.020 -0.603 0.482  -0.175
C: -0.885 -0.917 -0.629  -0.732
C: -1.962 0.202 -0.857  -0.064
C: -3.327 -0.297 -0.449  -1.317
H: 1.799 1.047 1.257  0.323
H: 3.288 0.482 1.556  0.385
H: 3.011 1.508 0.287  0.319
H: 2.251 -0.074 -1.119  0.342
H: 3.286 -1.033 -0.210  0.388
H: 1.144 -2.190 -0.312  0.365
H: 1.543 -1.715 1.384  0.383
H: -0.415 -0.876 1.357  0.227
H: -1.414 -1.848 -0.522  0.407
H: -0.336 -1.075 -1.561  0.441
H: -1.960 0.342 -1.934  0.266
H: -1.623 1.105 -0.370  -0.125
H: -3.629 -1.249 -0.865  0.376
H: -4.075 0.484 -0.634  0.379
H: -3.546 -0.299 0.632  0.331
H: 0.251 3.464 0.547  0.325
H: -0.272 2.089 0.565  0.323
O: 0.548 2.565 0.329  -0.638

Calculated values
* LUMO energy: -3.162 eV
* orbital gap: 0.36436 Eh
* charge: +1

***

Entry c
DFT (the ωB97M-V functional and the def2-TZVPD basis) results for 2 unconnected molecules or ions with the total composition C5H17N2O.

Last column: Mulliken charge in e.
Cartesian coordinates (Å):
N: -0.468 1.647 1.186  -0.317
C: 0.414 0.923 0.104  0.277
C: 0.400 1.997 -1.072  -1.537
C: -0.531 -0.241 -0.468  -0.768
N: -1.048 -0.863 0.720  -0.226
C: -2.322 -1.793 0.419  -0.917
C: 0.102 -1.937 0.934  -1.198
H: -0.693 2.613 1.030  0.327
H: -1.431 1.154 1.363  0.377
H: 0.099 1.478 2.046  0.364
H: 1.299 0.547 0.584  0.509
H: 0.044 2.853 -0.880  0.642
H: 1.513 2.243 -1.497  0.200
H: -0.211 1.649 -1.996  0.319
H: -1.437 0.205 -1.156  0.461
H: 0.026 -0.981 -1.093  0.296
H: -2.609 -2.201 -0.609  0.328
H: -2.419 -2.717 1.071  0.299
H: -3.235 -1.129 0.498  0.330
H: 0.225 -2.746 0.216  0.424
H: 0.042 -2.078 1.971  0.485
H: 1.137 -1.399 1.034  0.309
H: 4.045 -0.322 -1.094  0.297
H: 3.700 0.931 -1.839  0.292
O: 3.360 0.167 -1.473  -0.575

Calculated values
* LUMO energy: -3.107 eV
* orbital gap: 0.38684 Eh
* charge: +1

***

Energies, relative to the best one, in hartree: entry a 0.0209; entry b 0.0000; entry c 0.1261.

***

Entry a
DFT (the ωB97M-V functional and the def2-TZVPD basis) results for C2H4NOP in the gas phase.

Last column: Mulliken charge in e.
Cartesian coordinates (Å):
C: -0.849 0.287 -0.314  -0.384
C: 0.688 -0.771 -0.166  -0.310
O: 1.189 -0.260 1.029  -0.298
P: 0.591 1.124 1.629  0.274
N: -0.526 1.331 0.550  -0.312
H: -0.974 0.522 -1.492  0.209
H: -1.808 -0.045 -0.107  0.251
H: 0.497 -1.820 -0.067  0.310
H: 1.192 -0.369 -1.063  0.260

Calculated values
* LUMO energy: 0.142 eV
* orbital gap: 0.35001 Eh

***

Entry b
DFT (the ωB97M-V functional and the def2-TZVPD basis) results for 2 unconnected molecules or ions with the total composition C2H4NOP.

Last column: Mulliken charge in e.
Cartesian coordinates (Å):
C: -0.352 1.027 0.130  -0.002
C: -0.711 -0.435 -0.100  -0.694
N: 0.878 1.261 -0.042  -0.236
O: 1.705 0.161 -0.036  -0.189
P: 0.973 -1.311 0.031  0.137
H: -1.070 1.829 0.018  0.347
H: -1.695 -0.630 0.248  0.418
H: -0.530 -0.508 -1.618  0.206
H: 0.802 -1.393 1.368  0.012

Calculated values
* LUMO energy: 0.374 eV
* orbital gap: 0.35258 Eh

***

Energies, relative to the best one, in hartree: entry a 0.0000; entry b 0.0907.